1.
A structure of composition C22H14CaCl5NO5S2 in a non-equilibrium geometry. Source: the Open Molecules 2025 dataset; level of theory: ωB97M-V/def2-TZVPD.

Output
Orbital gap   4.1 eV
ΔE to the lowest compared entry with this formula, charge and spin   128.8 kJ/mol
E   -5052.7815 Ha
2S+1   1
F_max   2.3 eV Å⁻¹
Total charge   -2
E_HOMO   -0.83 eV

Atoms and positions in Å:
Ca1 0.697661 -0.235409 0.575717
Cl1 0.546673 -1.198576 3.563137
C1 2.119922 -0.486861 3.399774
C2 2.454032 0.038966 2.157477
C3 3.731463 0.573588 2.079857
Cl2 4.237806 1.264241 0.561748
C4 4.629340 0.604482 3.147116
Cl3 6.218036 1.276681 2.973885
C5 4.234713 0.087004 4.376790
Cl4 5.306915 0.140648 5.731270
C6 2.964653 -0.469947 4.504365
Cl5 2.465351 -1.114430 6.032078
S1 1.058261 -2.960752 0.317959
C7 1.305976 -3.195079 -1.392397
C8 1.185292 -4.506991 -1.889754
C9 1.373763 -4.827240 -3.221418
C10 1.693981 -3.818723 -4.124689
C11 1.813588 -2.519153 -3.666178
C12 1.628509 -2.163705 -2.317444
S2 1.830190 -0.477786 -1.905622
H1 0.933210 -5.279948 -1.172848
H2 1.275495 -5.855691 -3.557067
H3 1.843483 -4.046384 -5.175940
H4 2.062112 -1.722603 -4.358335
O1 -0.705905 1.506674 -0.082608
C13 -1.540287 0.583672 0.063724
O2 -1.428235 -0.347143 0.891426
C14 -2.733623 0.497497 -0.859337
C15 -3.803359 1.383314 -0.802025
C16 -4.898437 1.210668 -1.623818
C17 -4.919674 0.151135 -2.526637
C18 -3.842184 -0.731200 -2.609219
C19 -2.761175 -0.558266 -1.771142
N1 -6.068206 -0.036946 -3.367310
O3 -6.999229 0.745734 -3.272855
O4 -6.063714 -0.948030 -4.172242
H5 -3.775348 2.210669 -0.104162
H6 -5.741786 1.884164 -1.584253
H7 -3.872482 -1.540511 -3.323467
H8 -1.920775 -1.242140 -1.814842
C20 -0.845251 3.976852 2.368667
C21 0.457412 3.223367 2.532920
C22 1.491294 3.471764 1.464165
O5 0.630734 2.454466 3.446841
H9 -0.658912 5.052528 2.389876
H10 -1.537373 3.703316 3.162968
H11 -1.270218 3.714745 1.396818
H12 1.455725 4.499465 1.102477
H13 1.256557 2.808733 0.625596
H14 2.484025 3.219143 1.828962

Force components x, y, z for each atom (eV/Å):
1.99 -1.08 -0.60
-0.44 -0.16 0.10
0.67 0.29 -0.17
0.84 0.32 0.98
-0.22 -0.18 0.29
0.11 0.12 -0.23
-0.08 -0.01 -0.06
0.09 0.05 0.01
-0.09 0.00 -0.13
0.08 -0.02 0.10
-0.03 -0.01 -0.02
-0.03 -0.05 0.11
-0.13 0.08 0.27
0.05 -0.18 -0.37
0.03 0.14 0.04
0.01 -0.07 -0.10
-0.01 -0.08 -0.04
-0.02 0.01 0.12
0.00 -0.37 -0.25
-0.12 0.35 0.00
0.01 -0.02 -0.01
-0.02 0.01 0.03
0.01 0.03 0.01
-0.01 0.01 0.00
-0.36 0.48 -0.11
-0.98 0.39 -0.04
-1.45 -0.05 0.13
0.00 -0.15 -0.16
0.24 0.03 0.09
-0.32 -0.06 -0.26
0.99 0.11 0.84
-0.37 0.05 -0.21
0.13 0.02 0.08
-0.52 0.12 -0.69
-0.14 0.21 0.25
0.15 -0.34 -0.05
-0.01 0.00 0.00
-0.01 0.00 0.02
0.01 -0.02 0.01
-0.01 0.00 0.01
-0.05 -0.15 0.03
-0.11 0.13 -0.13
0.07 -0.19 0.12
0.04 0.07 0.11
-0.01 0.02 -0.05
0.02 -0.01 -0.01
0.01 0.06 -0.02
-0.01 0.01 -0.03
0.01 0.13 -0.02
0.00 0.00 -0.01

2.
A structure of composition C22H14Cl4N12OSV in a non-equilibrium geometry. Source: the Open Molecules 2025 dataset; level of theory: ωB97M-V/def2-TZVPD.

Output
Orbital gap (spin up / spin down)   5.0 / 6.4 eV
ΔE to the lowest compared entry with this formula, charge and spin   144.8 kJ/mol
E   -4762.2262 Ha
⟨S²⟩   3.7926
2S+1   4
F_max   2.4 eV Å⁻¹
Total charge   -2
E_HOMO (spin up / spin down)   -0.68 / -2.15 eV

Atoms and positions in Å:
V1 0.271600 0.189200 0.057000
Cl1 3.887200 1.518900 -3.190700
C1 3.276000 -0.051200 -2.775200
C2 3.828500 -1.155600 -3.400200
C3 3.376400 -2.418000 -3.082900
Cl2 4.125300 -3.782000 -3.865800
C4 2.346900 -2.632500 -2.149800
C5 1.859300 -3.885700 -1.726800
C6 0.891300 -3.915800 -0.742800
C7 0.345100 -2.731400 -0.273400
N1 0.733200 -1.531800 -0.699700
C8 1.762500 -1.480200 -1.569500
C9 2.256100 -0.153600 -1.806400
O1 1.746800 0.820000 -1.166700
H1 4.623300 -1.024600 -4.119300
H2 2.267600 -4.794500 -2.143700
H3 0.534700 -4.857200 -0.346300
H4 -0.427000 -2.753600 0.484900
N2 1.826300 1.782600 2.636900
C10 2.224800 0.513200 2.329600
N3 3.259400 -0.095300 2.907300
N4 3.308400 -1.286800 2.311100
N5 2.373500 -1.396800 1.438700
N6 1.644200 -0.275700 1.413300
C11 0.757500 2.398500 2.049600
N7 0.288200 3.585300 2.434500
N8 -0.718500 3.825100 1.597600
N9 -0.850600 2.854500 0.763200
N10 0.066200 1.916500 1.006600
H5 2.250500 2.232200 3.429700
Cl3 -2.384200 -1.593400 -1.284300
C12 -3.257400 -2.101700 0.126200
C13 -4.370300 -2.896300 -0.052200
C14 -5.085000 -3.367900 1.037500
C15 -4.655000 -3.033800 2.315000
C16 -3.548600 -2.231700 2.478800
Cl4 -3.034300 -1.858200 4.084000
C17 -2.798000 -1.702200 1.401100
S1 -1.482300 -0.643000 1.714200
H6 -4.676200 -3.145100 -1.055800
H7 -5.951400 -3.996800 0.890200
H8 -5.178800 -3.397700 3.185900
N11 -3.071100 3.897800 -3.580200
C18 -2.373800 2.939900 -2.842500
C19 -1.219500 2.334200 -3.340800
C20 -0.586700 1.365500 -2.590200
N12 -1.004000 0.964900 -1.386600
C21 -2.145600 1.502800 -0.940600
C22 -2.858900 2.462100 -1.628000
H9 -2.478000 4.450900 -4.182200
H10 -3.677100 4.469400 -3.008800
H11 -0.817300 2.633100 -4.298500
H12 0.302800 0.886600 -2.979600
H13 -2.528900 1.101300 -0.010700
H14 -3.764600 2.862900 -1.200700

Force components x, y, z for each atom (eV/Å):
-1.47 -0.36 -0.19
0.05 0.29 0.00
-0.34 0.21 0.31
-0.22 -0.66 0.16
0.30 0.35 -0.27
0.16 -0.33 -0.17
-0.21 0.29 0.11
-0.21 -0.04 0.35
0.39 -0.16 -0.60
-0.26 0.00 0.17
0.09 -2.14 -0.50
0.58 -0.34 -0.51
0.58 0.00 -0.57
0.49 0.33 -0.36
0.03 -0.01 -0.04
0.06 -0.03 0.01
-0.03 0.01 0.00
0.07 0.12 -0.04
0.07 0.25 0.21
0.36 -0.97 -0.10
-0.31 0.80 0.15
0.22 -0.48 0.02
0.31 -0.76 -0.10
1.33 0.72 1.79
-0.56 0.50 -0.28
0.63 -0.41 0.34
-0.38 0.26 -0.23
-0.46 0.68 -0.07
0.70 1.62 1.58
-0.06 -0.06 -0.09
-0.52 -0.31 -0.15
0.09 -0.05 0.20
-0.15 -0.13 -0.02
0.06 0.03 0.02
-0.16 -0.12 -0.11
0.11 0.02 -0.31
-0.13 -0.05 0.45
0.07 0.13 -0.08
-0.04 0.06 0.18
-0.01 -0.05 -0.15
-0.06 -0.02 0.02
-0.03 -0.02 0.10
0.03 0.10 0.02
-0.06 -0.54 0.26
-0.14 0.16 -0.01
0.08 0.06 -0.19
-0.76 0.76 -0.71
-0.40 -0.08 -0.26
0.02 0.09 -0.43
-0.09 0.01 0.07
0.10 0.04 -0.09
0.08 -0.05 -0.09
0.00 0.12 0.09
0.15 0.12 0.01
-0.12 0.06 0.10

3.
A structure of composition C22H15BCl2F4N4O3OsS2 in a non-equilibrium geometry. Source: the Open Molecules 2025 dataset; level of theory: ωB97M-V/def2-TZVPD.

Output
Orbital gap (spin up / spin down)   5.3 / 5.5 eV
E   -3524.0034 Ha
2S+1   1
F_max   4.8 eV Å⁻¹
E_HOMO (spin up / spin down)   -8.55 / -8.65 eV

Atoms and positions in Å:
Os1 0.996956 0.268626 1.220791
Cl1 -0.450681 7.203945 2.974307
C1 -0.320936 5.634034 2.289680
C2 -0.469603 5.495362 0.903247
C3 -0.344567 4.256565 0.329053
Cl2 -0.547304 4.035820 -1.357829
C4 -0.039109 3.088624 1.096222
O1 0.070047 1.966625 0.498755
C5 0.085717 3.266726 2.517127
C6 0.374805 2.161978 3.377854
O2 0.705653 1.007752 3.052276
C7 -0.070588 4.542714 3.086775
H1 -0.696375 6.358227 0.296986
H2 0.301365 2.359881 4.455231
H3 0.050582 4.650915 4.153554
S1 3.230379 1.913483 1.298216
C8 4.379103 0.702335 1.614399
C9 5.709562 1.171260 1.637233
N1 6.760747 1.629476 1.643021
C10 4.125213 -0.644885 1.867634
S2 2.585367 -1.388708 1.998611
C11 5.233250 -1.492651 2.082035
N2 6.128193 -2.192846 2.233912
F1 -0.601786 -1.483544 1.849429
B1 -1.786284 -2.350342 1.755833
F2 -2.883899 -1.532602 1.752957
F3 -1.784220 -3.214977 2.791541
F4 -1.653949 -2.992286 0.534591
C12 -1.903869 -3.288522 -2.749038
N3 -0.670596 -2.888449 -2.137456
N4 -0.430241 -1.601854 -1.771607
C13 0.751175 -1.545877 -1.095125
O3 1.262150 -0.461981 -0.650712
C14 1.277355 -2.848756 -1.095037
C15 0.351756 -3.654172 -1.723177
C16 0.393032 -5.121456 -1.894033
C17 -1.365369 -0.553527 -1.966158
C18 -1.992154 -0.005029 -0.857114
C19 -2.916257 1.010631 -1.021251
C20 -3.198473 1.485797 -2.289226
C21 -2.581073 0.923522 -3.394079
C22 -1.662706 -0.099557 -3.244637
H4 -2.717363 -2.669109 -2.371282
H5 -2.108361 -4.325261 -2.493989
H6 -1.867210 -3.188170 -3.837675
H7 2.202890 -3.137806 -0.641246
H8 1.367839 -5.486762 -1.591129
H9 0.213876 -5.415961 -2.924848
H10 -0.361062 -5.581695 -1.255221
H11 -1.793689 -0.403923 0.120461
H12 -3.423727 1.407288 -0.155952
H13 -3.913263 2.281973 -2.423456
H14 -2.819921 1.282384 -4.381659
H15 -1.182378 -0.535237 -4.108797

Force components x, y, z for each atom (eV/Å):
4.74 -0.74 0.68
-0.05 0.35 0.19
0.14 -0.60 0.48
0.02 -0.56 -0.06
0.00 -0.07 0.22
-0.03 0.09 -0.30
0.01 0.64 0.72
-0.26 -1.36 -0.03
0.18 -0.65 -0.69
-0.18 0.90 0.05
-0.56 -0.08 0.21
-0.07 0.52 -0.25
0.02 0.05 -0.08
0.09 -0.14 -0.12
-0.05 0.12 0.12
-2.35 -1.67 -0.44
-1.11 -1.02 0.13
0.62 0.25 -0.06
0.33 0.07 0.02
-0.34 1.37 -0.15
-1.96 1.44 -0.70
0.23 -0.34 0.11
0.34 -0.29 0.07
1.18 1.22 -0.13
-0.13 -0.05 -0.35
-0.58 0.60 0.02
0.21 -0.47 0.69
0.04 -0.41 -0.74
-0.57 -0.03 -0.32
0.44 -0.36 0.12
0.46 0.31 0.35
-0.35 -1.38 -0.49
-0.27 1.62 0.44
-0.22 0.41 0.08
0.16 0.42 0.12
-0.17 -0.09 -0.03
-0.43 0.42 0.00
0.05 -0.16 -0.10
0.05 0.02 -0.05
-0.07 -0.05 0.05
0.00 -0.01 -0.13
0.13 -0.03 0.10
0.07 -0.11 0.07
0.06 0.04 0.07
0.04 0.00 0.09
0.13 -0.13 0.04
0.06 -0.05 0.02
-0.04 -0.06 -0.09
-0.03 -0.09 0.00
0.00 -0.06 0.16
-0.01 0.08 0.09
-0.09 0.10 -0.01
-0.01 0.06 -0.15
0.09 -0.04 -0.04

4.
A structure of composition C22H15BrIrN3O11S. Source: the Open Molecules 2025 dataset; level of theory: ωB97M-V/def2-TZVPD.

Output
Orbital gap   6.4 eV
ΔE to the lowest compared entry with this formula, charge and spin   11.0 kJ/mol
E   -4916.0411 Ha
2S+1   1
F_max   0.5 eV Å⁻¹
Total charge   -2
E_HOMO   -2.64 eV

Atoms and positions in Å:
Ir1 -0.511343 0.404930 -1.103696
O1 -5.155730 -1.165002 -4.542391
C1 -4.077216 -0.851827 -3.762496
C2 -3.864251 -1.481374 -2.538233
C3 -2.746800 -1.126067 -1.814411
N1 -1.910185 -0.221630 -2.309648
C4 -2.121605 0.450587 -3.434555
C5 -3.215116 0.142029 -4.217554
C6 -1.118542 1.592757 -3.651215
O2 -1.197949 2.235765 -4.690163
O3 -0.291456 1.770999 -2.685207
C7 -2.371236 -1.636033 -0.418975
O4 -3.097608 -2.469367 0.100601
O5 -1.290635 -1.132102 0.074648
H1 -5.646435 -1.869495 -4.106947
H2 -4.542028 -2.221876 -2.130494
H3 -3.395332 0.679793 -5.137009
C8 3.700911 4.071898 5.597081
C9 3.307156 3.210434 4.425526
C10 3.413594 3.683550 3.121136
C11 3.025923 2.899628 2.044094
C12 2.525058 1.626904 2.265091
C13 2.417176 1.136946 3.556955
C14 2.807816 1.927130 4.628049
S1 2.035002 0.626434 0.860286
O6 3.017535 0.874824 -0.159584
O7 1.935520 -0.722317 1.386491
N2 0.641010 1.272079 0.440789
C15 -0.328545 1.428736 1.533050
C16 -1.677469 1.892987 0.984616
O8 -2.448874 2.520744 1.694931
O9 -1.936623 1.550107 -0.242423
H4 4.283136 4.934965 5.272305
H5 4.298399 3.511035 6.318447
H6 2.818570 4.445040 6.122926
H7 3.805982 4.679907 2.946618
H8 3.109695 3.257491 1.025904
H9 2.032066 0.135856 3.701434
H10 2.721986 1.541890 5.639062
H11 -0.004982 2.170006 2.265919
H12 -0.523175 0.483101 2.058895
Br1 -2.381810 -5.196394 -3.362826
C17 -1.073040 -4.506292 -2.161608
C18 -0.823155 -5.176971 -0.981967
N3 0.091833 -4.754252 -0.110844
C19 0.778058 -3.656221 -0.411561
C20 0.583930 -2.919868 -1.579332
C21 -0.376671 -3.352846 -2.475666
C22 1.517722 -1.780141 -1.933111
O10 2.654905 -2.117823 -2.234832
O11 1.034113 -0.602573 -2.051463
H13 -1.381106 -6.070831 -0.727691
H14 1.514942 -3.316080 0.306086
H15 -0.563121 -2.811167 -3.395039

Force components x, y, z for each atom (eV/Å):
0.04 0.02 0.05
0.01 0.01 0.01
0.00 -0.01 0.00
0.02 -0.05 -0.01
0.00 -0.01 -0.03
0.00 -0.02 0.03
0.01 0.01 -0.01
0.01 -0.01 -0.01
0.08 -0.05 -0.03
-0.02 0.01 0.02
0.00 0.06 0.04
0.08 -0.09 -0.04
0.00 -0.01 0.00
-0.05 0.00 -0.02
0.00 -0.01 0.00
0.01 -0.01 -0.01
0.00 0.00 0.00
0.00 0.00 0.00
0.00 -0.01 0.01
0.00 0.00 -0.01
-0.01 0.02 0.00
0.00 -0.02 0.01
0.02 0.00 -0.01
0.00 0.01 0.01
-0.02 0.05 0.03
0.00 -0.04 -0.02
0.00 -0.01 0.02
-0.02 0.02 -0.07
-0.03 -0.03 0.03
0.00 0.01 -0.02
0.00 0.00 0.01
0.05 0.01 0.07
0.00 0.00 0.00
0.00 0.00 0.00
0.00 0.00 0.00
0.00 0.00 0.00
0.00 0.00 0.00
0.00 0.00 0.00
0.00 0.00 0.00
0.00 0.00 0.01
0.01 0.00 -0.01
-0.02 0.05 0.01
-0.02 0.01 0.03
-0.01 0.03 0.04
0.00 -0.01 -0.01
-0.10 0.01 -0.01
0.08 -0.04 0.27
0.00 0.07 -0.03
-0.18 -0.07 -0.51
0.06 0.04 0.12
0.02 0.09 0.08
0.01 -0.01 0.00
0.00 -0.01 0.01
0.00 0.00 0.00